1.
Formula: C2H7OPS
Source: OMol25
Level of theory: ωB97M-V with the def2-TZVPD basis set

Geometry (Å):
C (-0.9489, 0.8387, -0.9514)
C (-0.0278, 0.0531, 1.6506)
O (-0.6301, -1.7358, -0.2829)
P (2.4496, -0.7672, -0.7683)
S (0.0827, -0.5140, -0.1620)
H (-0.5787, 1.8507, -0.6157)
H (-0.8597, 0.6074, -2.0620)
H (-2.0295, 0.6120, -0.7637)
H (-0.0978, 1.0367, 1.4343)
H (-0.8243, -0.3310, 2.2530)
H (0.9554, -0.0373, 2.0687)
H (2.5091, -1.6134, -1.8006)

Results
- structure (SMILES) = CS(C)(=O)=P
- 2S+1 = 1
- LUMO level (eV) = -0.204
- HOMO-LUMO gap (eV) = 7.12
- net charge = 0
- highest occupied orbital energy (Ha) = -0.26918

***

2.
Formula: C2H7OPS
Source: OMol25
Level of theory: ωB97M-V with the def2-TZVPD basis set

Geometry (Å):
C (-1.5830, 0.1593, 0.7926)
C (-0.6308, -0.2439, -0.2588)
O (2.9078, -0.3206, -0.5310)
P (2.5942, 0.9463, 0.1283)
S (0.1352, -1.8473, 0.3386)
H (-1.2141, 0.7174, 1.6040)
H (-2.2274, 0.9710, 0.2347)
H (-2.3317, -0.5219, 0.9614)
H (0.2404, 0.4634, -0.3924)
H (-1.1486, -0.3323, -1.1866)
H (0.9460, -1.9155, -0.8135)
H (2.3120, 1.9240, -0.8773)

Results
- structure (SMILES) = CCS.O=P
- 2S+1 = 1
- LUMO level (eV) = -1.063
- HOMO-LUMO gap (eV) = 7.95
- net charge = 0
- highest occupied orbital energy (Ha) = -0.33120

***

3.
Formula: C2H7OPS2
Source: OMol25
Level of theory: ωB97M-V with the def2-TZVPD basis set

Geometry (Å):
C (-2.2958, 0.5999, -0.5506)
C (0.7873, -1.8555, -0.4125)
O (0.8089, 1.5937, 1.9469)
P (0.6786, 0.8148, 0.5099)
S (2.1121, 1.6640, -0.6689)
S (1.3662, -1.0464, 1.1280)
H (-2.2174, 0.0583, 0.3276)
H (-2.8118, 1.5045, -0.6770)
H (-1.6865, 0.2808, -1.2924)
H (-0.1554, -1.5551, -0.6911)
H (0.7553, -2.9100, -0.2807)
H (1.4585, -1.6332, -1.2614)
H (1.2001, 2.4842, 1.9222)

Results
- 2S+1 = 3
- LUMO level (alpha / beta) (eV) = 0.631 / -2.560
- HOMO-LUMO gap (alpha / beta) (eV) = 8.79 / 6.26
- net charge = 0
- highest occupied orbital energy (alpha / beta) (Ha) = -0.29974 / -0.32412

***

4.
Formula: C2H7OS
Source: OMol25
Level of theory: ωB97M-V with the def2-TZVPD basis set

Geometry (Å):
C (-0.8279, 0.5920, -0.2052)
O (-1.3442, -0.3709, 0.6860)
C (0.2229, 0.0137, -1.1343)
H (-1.7088, 0.9943, -0.7604)
H (-0.4408, 1.4386, 0.3839)
H (-0.4908, -0.5984, 1.2454)
H (-0.2366, -0.4802, -2.0352)
H (0.7933, 0.9195, -1.4659)
H (0.7986, -0.6658, -0.4621)
S (1.3092, -0.3339, 1.9240)
H (1.9252, -1.5091, 1.8237)

Results
- 2S+1 = 1
- LUMO level (eV) = 4.393
- HOMO-LUMO gap (eV) = 7.50
- net charge = -1
- highest occupied orbital energy (Ha) = -0.11409

***

5.
Formula: C2H7OS
Source: OMol25
Level of theory: ωB97M-V with the def2-TZVPD basis set

Geometry (Å):
S (-2.3754, -1.3195, 1.2388)
H (-1.9780, -2.5279, 1.6952)
C (0.6433, -0.2323, -0.1600)
O (0.5164, 0.2497, 1.2219)
C (0.4655, 1.0418, -1.0358)
H (0.0728, -1.1332, -0.4542)
H (1.6532, -0.5948, -0.0463)
H (-0.4684, 0.1739, 1.2947)
H (-0.6324, 1.3319, -1.3235)
H (1.1766, 1.1044, -1.9566)
H (0.9265, 1.9061, -0.4741)

Results
- 2S+1 = 1
- LUMO level (eV) = 4.082
- HOMO-LUMO gap (eV) = 6.89
- net charge = -1
- highest occupied orbital energy (Ha) = -0.10322

***

6.
Formula: C2H7OS
Source: OMol25
Level of theory: ωB97M-V with the def2-TZVPD basis set

Geometry (Å):
O (0.1854, 1.8590, 1.4742)
H (-0.7319, 1.5878, 1.4637)
C (0.7098, -1.0674, -1.0696)
C (-0.3579, -0.0735, -0.4812)
S (-1.5506, -0.6142, 0.5617)
H (0.5789, -1.1363, -2.1126)
H (0.5697, -2.0329, -0.7755)
H (1.6535, -0.5409, -0.7210)
H (0.3138, 1.6732, 0.5325)
H (-0.2212, 0.9360, -0.6671)
H (-1.1494, -0.5907, 1.7949)

Results
- 2S+1 = 1
- LUMO level (eV) = 4.025
- HOMO-LUMO gap (eV) = 5.18
- net charge = -1
- highest occupied orbital energy (Ha) = -0.04233

***

7.
Formula: C2H7OS2
Source: OMol25
Level of theory: ωB97M-V with the def2-TZVPD basis set

Geometry (Å):
C (1.5816, 0.2289, 0.8757)
O (2.7774, 0.1280, 0.8155)
H (0.9844, 0.9032, 0.2459)
H (1.3882, 3.5971, 2.6392)
H (0.9990, -0.4031, 1.5775)
C (-1.6972, -1.0375, -1.9726)
S (-1.5293, -0.5963, -0.2146)
S (-1.1125, -2.4247, 0.6596)
H (-2.3713, -1.8975, -2.0543)
H (-1.9949, -0.1423, -2.4964)
H (-0.7307, -1.3878, -2.3294)
H (1.7053, 3.0319, 2.2540)

Results
- 2S+1 = 1
- LUMO level (eV) = 3.700
- HOMO-LUMO gap (eV) = 6.03
- net charge = -1
- highest occupied orbital energy (Ha) = -0.08577

***

8.
Formula: C2H7PS2
Source: OMol25
Level of theory: ωB97M-V with the def2-TZVPD basis set

Geometry (Å):
C (-1.3104, 1.6390, 0.3277)
C (1.9127, -1.6172, 0.2642)
P (-0.7206, 0.1925, -0.6910)
S (-1.6796, -1.4866, -0.4805)
S (1.2726, 0.4436, -0.3664)
H (-0.4356, 2.0598, 0.6710)
H (-1.9743, 2.2319, -0.3139)
H (-1.7342, 1.1816, 1.2614)
H (2.3174, -1.4305, 1.2987)
H (2.4642, -1.9579, -0.5599)
H (0.9723, -2.0087, 0.4152)
H (-1.0846, 0.7526, -1.8265)

Results
- structure (SMILES) = CS[P@H](C)=S
- 2S+1 = 1
- LUMO level (eV) = -0.312
- HOMO-LUMO gap (eV) = 8.43
- net charge = 0
- highest occupied orbital energy (Ha) = -0.32130

***

9.
Formula: C2H7S
Source: OMol25
Level of theory: ωB97M-V with the def2-TZVPD basis set

Geometry (Å):
C (3.0720, 0.3568, 5.5514)
H (2.0315, 0.0028, 5.5069)
H (3.0167, 1.4395, 5.6627)
H (3.7566, 0.1395, 4.7268)
H (3.4576, -0.1158, 6.4649)
C (-2.9937, -0.3656, -5.6432)
S (-4.6840, -0.6588, -5.0503)
H (-2.3415, -0.3528, -4.7589)
H (-2.4700, -1.0501, -6.3354)
H (-2.8453, 0.6045, -6.1250)

Results
- 2S+1 = 2
- LUMO level (alpha / beta) (eV) = 5.632 / 5.632
- HOMO-LUMO gap (alpha / beta) (eV) = 2.86 / 6.44
- net charge = -2
- highest occupied orbital energy (alpha / beta) (Ha) = 0.10170 / -0.02979

***

10.
Formula: C2H7S2
Source: OMol25
Level of theory: ωB97M-V with the def2-TZVPD basis set

Geometry (Å):
C (1.5450, -1.6700, 1.0444)
S (1.5580, -0.0614, 0.2412)
H (2.2502, -2.4284, 0.6244)
H (1.8254, -1.5282, 2.0925)
H (0.5380, -2.0685, 0.9596)
H (0.1902, -0.1160, -0.1951)
C (-1.6015, 1.7320, -0.8648)
S (-1.4577, -0.0109, -1.4963)
H (-0.8548, 2.2730, -1.4541)
H (-2.5990, 2.0459, -1.1584)
H (-1.3937, 1.8325, 0.2065)

Results
- 2S+1 = 1
- LUMO level (eV) = 3.695
- HOMO-LUMO gap (eV) = 6.27
- net charge = -1
- highest occupied orbital energy (Ha) = -0.09471

***

11.
Formula: C2H7S2
Source: OMol25
Level of theory: ωB97M-V with the def2-TZVPD basis set

Geometry (Å):
S (-1.2079, 1.9001, -0.6714)
H (-1.8058, 3.0447, -0.9492)
C (1.3821, 0.3108, -0.0956)
C (0.4369, -0.8064, -0.5265)
S (0.3628, -1.7513, 1.0432)
H (2.3303, -0.0825, 0.3322)
H (0.9003, 1.0126, 0.6046)
H (1.6914, 0.9254, -0.9551)
H (-0.5538, -0.4024, -0.7727)
H (0.8382, -1.4368, -1.3304)
H (-0.7930, -2.4672, 0.8532)

Results
- 2S+1 = 2
- LUMO level (alpha / beta) (eV) = 0.781 / -2.641
- HOMO-LUMO gap (alpha / beta) (eV) = 9.77 / 6.34
- net charge = 0
- highest occupied orbital energy (alpha / beta) (Ha) = -0.33019 / -0.33000

***

12.
Formula: C2H7S3
Source: OMol25
Level of theory: ωB97M-V with the def2-TZVPD basis set

Geometry (Å):
S (0.8458, 0.2401, -0.1268)
S (2.6544, 1.4261, -0.5098)
H (1.3305, -0.8570, -0.7053)
H (2.9468, 1.8670, 0.7602)
C (-3.0736, -0.4943, -0.6005)
C (-2.1519, -0.1402, 0.5694)
S (-0.9101, -1.4254, 0.6986)
H (-3.6283, -1.4014, -0.3604)
H (-2.4118, -0.7049, -1.4390)
H (-3.7893, 0.2838, -0.8849)
H (-2.7755, -0.0967, 1.4872)
H (-1.7613, 0.8640, 0.3366)

Results
- 2S+1 = 1
- LUMO level (eV) = 3.368
- HOMO-LUMO gap (eV) = 6.27
- net charge = -1
- highest occupied orbital energy (Ha) = -0.10657

***

ΔE to the lowest compared entry with this formula, charge and spin (kJ/mol)
517.8 276.3 32.8 45.1 89.2 306.1 160.0 128.5 14.1 69.3 40.3 74.7